{"formula": "C3H4N2O", "method": "the ωB97M-V functional and the def2-TZVPD basis", "total_charge": 0, "multiplicity": 1, "energy_ev": -8197.128, "orbital_gap_ha": 0.3405, "elements": ["C", "C", "C", "N", "N", "O", "H", "H", "H", "H"], "xyz": [[-1.19401, -0.45962, -0.12777], [0.08171, -0.31493, -0.67838], [0.75012, 0.95472, -0.59049], [1.37916, 0.90346, 0.55300], [1.23021, -0.33844, 1.08455], [0.90448, -1.18949, -0.03882], [-1.52727, -1.46220, 0.13100], [-1.96546, 0.28416, -0.31389], [-0.28219, -0.24651, 1.13483], [0.62324, 1.86887, -1.15404]], "forces_ev_per_angstrom": [[-0.1, 0.0, -0.3], [-0.2, 0.1, 0.4], [0.0, 0.1, 0.1], [-0.2, -0.1, -0.2], [-0.1, 0.1, 0.1], [0.0, -0.1, -0.1], [0.0, 0.2, 0.0], [0.1, -0.1, 0.0], [0.3, 0.0, 0.0], [0.0, -0.2, 0.1]]}

---

{"formula": "C3H4N2O", "method": "the ωB97M-V functional and the def2-TZVPD basis", "total_charge": 0, "multiplicity": 1, "energy_ev": -8202.137, "orbital_gap_ha": 0.3459, "elements": ["N", "C", "C", "N", "C", "O", "H", "H", "H", "H"], "xyz": [[1.86512, -0.03436, -0.17173], [0.50490, 0.21835, -0.18821], [-0.38032, 1.09888, 0.32606], [-1.58749, 0.45500, 0.51681], [-1.53143, -0.66535, -0.10381], [-0.34473, -0.97139, -0.62436], [2.00028, -0.91198, -0.65600], [2.30337, -0.09758, 0.75668], [-0.40954, 2.17826, 0.40131], [-2.42016, -1.26982, -0.25676]], "forces_ev_per_angstrom": [[-0.1, -0.1, -0.2], [-1.2, -1.6, -0.3], [0.1, -0.3, -0.1], [-1.3, 0.4, -0.7], [-0.3, 0.5, 0.4], [1.6, 1.3, 1.3], [0.4, 0.1, -0.2], [-0.6, 0.2, -0.6], [0.8, -0.2, 0.6], [0.5, -0.3, -0.1]]}

---

{"formula": "C3H4N2O", "method": "the ωB97M-V functional and the def2-TZVPD basis", "total_charge": 0, "multiplicity": 1, "energy_ev": -8201.863, "orbital_gap_ha": 0.3802, "elements": ["O", "C", "C", "C", "N", "N", "H", "H", "H", "H"], "xyz": [[0.53808, 1.11542, -2.33091], [0.11902, 0.40922, -1.47349], [0.21837, 0.70514, 0.18297], [-0.18963, -0.62873, 0.59985], [-0.67647, -1.38894, -0.28219], [-0.42582, -0.82786, -1.49220], [-0.68256, 1.31799, 0.20588], [1.26198, 0.97436, 0.51991], [-0.36170, -0.90049, 1.71059], [-0.65401, -1.49225, -2.32966]], "forces_ev_per_angstrom": [[-0.1, 0.4, -1.2], [1.5, 0.3, 3.0], [0.9, -1.1, -3.3], [-1.5, -0.5, 4.1], [0.5, -1.0, 0.3], [-1.4, -2.1, -3.5], [0.5, 0.9, 1.0], [-1.6, 0.6, -0.4], [0.4, 0.2, -2.0], [0.8, 2.3, 2.0]]}

---

Looking at energy above the lowest of the compared OMol25 structures with the same formula, charge and spin for the records above, in order, we have 155.8, 40.3, 46.6 kcal per mole.